2 unconnected molecules or ions with the total composition C2H9N2S at a distorted geometry, computed with the ωB97M-V functional and the def2-TZVPD basis.

Atoms and positions in Å:
C 0.410 -1.051 0.504
C 1.246 -0.294 -0.465
N -2.198 0.837 0.354
N 2.208 0.538 -0.004
S 0.879 -0.252 -2.158
H -0.013 -1.914 -0.032
H -0.366 -0.357 0.846
H 1.129 -1.265 1.363
H -2.364 0.346 1.221
H -2.762 0.547 -0.419
H -2.684 1.717 0.455
H 2.201 0.734 0.939
H 2.528 1.317 -0.576
H -0.212 -0.904 -2.027

The HOMO energy is -0.5225 Ha. As for the charge: +1.


2 unconnected molecules or ions with the total composition C5H12O3 at a distorted geometry, computed with the ωB97M-V functional and the def2-TZVPD basis.

Atoms and positions in Å:
C 0.821 -0.174 0.778
C 0.232 -0.648 -0.582
C -2.829 0.995 -1.787
C 1.313 -1.414 1.541
C 1.948 0.825 0.558
O -0.994 -1.126 -0.546
O -1.599 0.442 -1.454
O -0.194 0.485 1.521
H -1.032 0.053 1.306
H 0.919 -1.215 -1.229
H -0.015 0.357 -1.188
H -3.581 0.194 -1.709
H -3.124 1.805 -1.109
H -2.838 1.337 -2.829
H 2.098 -1.935 0.990
H 0.483 -2.104 1.702
H 1.711 -1.108 2.509
H 2.365 1.130 1.519
H 1.569 1.715 0.054
H 2.747 0.386 -0.044

The HOMO energy is -0.3615 Ha.


A molecular structure, C18H29AsN2OS2Y, computed with the ωB97M-V functional and the def2-TZVPD basis.

Atoms and positions in Å:
Y 0.329 0.237 0.127
N -1.831 0.564 1.116
C -1.737 0.913 2.581
C -0.913 2.165 2.841
C 0.603 2.005 2.849
N 1.218 2.065 1.468
H -2.375 1.292 0.647
H -2.414 -0.270 1.024
H -1.306 0.047 3.089
H -2.748 1.045 2.965
H -1.197 2.532 3.829
H -1.210 2.973 2.162
H 0.897 1.050 3.293
H 1.055 2.790 3.453
H 2.232 2.048 1.583
H 1.033 2.994 1.085
O 0.915 -1.540 1.087
S 0.641 -3.106 0.844
C 0.234 -3.694 2.437
C -0.799 -4.626 2.466
C -1.141 -5.196 3.686
C -0.467 -4.819 4.836
C 0.556 -3.870 4.790
C 0.925 -3.305 3.586
C 2.209 -3.729 0.387
C 3.392 -3.381 1.041
C 4.569 -3.972 0.624
C 4.554 -4.909 -0.411
C 3.371 -5.251 -1.046
C 2.179 -4.651 -0.655
H -1.325 -4.909 1.562
H -1.933 -5.930 3.734
H -0.735 -5.264 5.784
H 1.070 -3.587 5.699
H 1.724 -2.578 3.544
H 3.395 -2.672 1.857
H 5.501 -3.726 1.113
H 5.480 -5.381 -0.712
H 3.371 -5.987 -1.838
H 1.247 -4.911 -1.141
C 1.735 -0.438 -5.265
As 1.948 -0.080 -3.406
C 2.680 1.671 -3.186
C 3.157 -1.349 -2.645
S -0.002 -0.205 -2.437
H 2.723 -0.411 -5.723
H 1.090 0.328 -5.692
H 1.283 -1.421 -5.386
H 3.625 1.723 -3.729
H 2.881 1.876 -2.134
H 1.980 2.404 -3.582
H 4.096 -1.306 -3.198
H 2.720 -2.344 -2.719
H 3.359 -1.122 -1.597

The HOMO energy is -0.6318 Ha. As for the charge: +3.


C3H6BrIO in the gas phase at a distorted geometry, computed with the ωB97M-V functional and the def2-TZVPD basis.

Atoms and positions in Å:
O -1.481 1.050 0.727
C -1.167 0.016 -0.054
Br -2.582 -1.413 0.021
C 0.224 -0.645 0.146
C 1.391 0.385 -0.100
I 3.426 -0.659 0.007
H -2.063 1.566 0.172
H -1.381 0.211 -1.178
H 0.171 -0.995 1.258
H 0.260 -1.462 -0.480
H 1.561 0.695 -1.090
H 1.641 1.251 0.571

The HOMO energy is -0.3508 Ha. Its SMILES is O[C@H](Br)CCI.


2 unconnected molecules or ions with the total composition C5H5NO6 at a distorted geometry, computed with the ωB97M-V functional and the def2-TZVPD basis.

Atoms and positions in Å:
C -3.415 -0.821 0.870
C -3.024 1.517 -0.099
C -2.209 -0.830 -1.456
C 0.448 0.358 -0.052
C -2.914 -0.058 -0.209
N -0.180 -0.424 0.980
O -3.346 -1.271 1.979
O -4.048 1.994 -0.653
O -2.024 -0.057 -2.371
O -4.347 -0.781 -0.026
O -2.120 2.069 0.559
O -2.082 -2.059 -1.404
H 1.268 0.950 0.411
H 0.680 0.003 -1.080
H -0.252 1.106 -0.357
H -0.902 -1.017 0.651
H -0.843 0.235 1.418

The HOMO energy is -0.0520 Ha. As for the charge: -2.


C3H7I2OP in the gas phase at a distorted geometry, computed with the ωB97M-V functional and the def2-TZVPD basis.

Atoms and positions in Å:
C 0.103 -0.238 -1.244
C 0.544 -0.458 0.177
C -0.267 0.265 1.205
P 2.409 -0.042 0.839
O 2.655 -0.142 2.271
I 3.040 2.170 -0.053
I 3.800 -1.646 -0.395
H -0.942 -0.077 -1.304
H 0.590 0.540 -1.804
H 0.466 -1.060 -1.767
H 0.556 -1.577 0.521
H -0.485 1.257 0.996
H 0.349 0.344 2.023
H -1.203 -0.213 1.309

The HOMO energy is -0.3578 Ha. Its SMILES is CC(C)P(=O)(I)I.


A molecular structure, C6H6Cl5INPtSi, computed with the ωB97M-V functional and the def2-TZVPD basis.

Atoms and positions in Å:
Pt -0.051 0.182 -0.058
Cl 0.171 0.951 2.829
C -0.532 2.461 2.275
Cl -0.435 2.555 0.470
H 0.031 3.301 2.666
H -1.583 2.493 2.535
I 0.963 -2.129 -0.746
C 2.648 -0.908 -0.413
C 3.960 -1.315 -0.456
C 4.914 -0.345 -0.169
C 4.514 0.944 0.140
C 3.162 1.243 0.156
N 2.236 0.323 -0.120
H 4.232 -2.332 -0.698
H 5.965 -0.602 -0.188
H 5.238 1.713 0.365
H 2.797 2.236 0.386
Cl -3.320 0.605 1.366
Si -2.232 -0.433 -0.033
Cl -2.459 -2.427 0.364
Cl -3.024 -0.055 -1.871

The HOMO energy is -0.4730 Ha. As for the charge: +1.


A molecular structure, C39H43BrF10ILaN8O2P at a distorted geometry, computed with the ωB97M-V functional and the def2-TZVPD basis.

Atoms and positions in Å:
La 0.274 -0.926 -0.481
C -0.484 0.801 -3.520
N -0.868 -0.500 -2.965
C -0.482 -1.556 -3.915
C 0.986 -1.916 -3.702
N 1.248 -2.263 -2.309
C 1.584 -3.524 -2.018
C 1.299 -4.720 -2.733
F 0.506 -4.672 -3.824
C 1.717 -5.966 -2.308
F 1.371 -7.042 -3.016
C 2.453 -6.116 -1.132
F 2.844 -7.328 -0.711
C 2.748 -4.980 -0.385
F 3.442 -5.081 0.761
C 2.332 -3.749 -0.839
F 2.594 -2.614 -0.081
C -2.318 -0.526 -2.732
C -2.757 -1.700 -1.852
N -2.063 -1.656 -0.571
C -2.586 -2.352 0.443
C -3.623 -3.330 0.433
F -4.234 -3.675 -0.721
C -4.008 -4.017 1.570
F -4.960 -4.946 1.477
C -3.396 -3.794 2.806
F -3.731 -4.518 3.882
C -2.403 -2.823 2.878
F -1.759 -2.557 4.024
C -2.066 -2.128 1.739
F -1.085 -1.138 1.816
H -1.131 1.085 -4.362
H -0.534 1.565 -2.746
H 0.539 0.758 -3.886
H -1.082 -2.450 -3.738
H -0.645 -1.230 -4.950
H 1.266 -2.705 -4.401
H 1.616 -1.046 -3.930
H -2.590 0.403 -2.223
H -2.863 -0.574 -3.687
H -3.840 -1.609 -1.705
H -2.574 -2.660 -2.356
O 3.104 -5.255 4.340
C 2.288 -4.597 3.531
C 1.311 -5.209 2.736
C 0.560 -4.432 1.878
N 0.714 -3.113 1.743
C 1.610 -2.555 2.543
Br 1.802 -0.653 2.303
C 2.406 -3.201 3.454
H 2.988 -6.215 4.281
H 1.169 -6.279 2.768
H -0.200 -4.883 1.258
H 3.115 -2.680 4.074
I 4.759 3.361 1.098
C 4.347 1.722 -0.155
C 5.323 1.180 -0.976
C 4.970 0.102 -1.773
C 3.675 -0.385 -1.712
N 2.733 0.140 -0.924
C 3.073 1.178 -0.162
H 6.322 1.582 -0.993
H 5.692 -0.355 -2.431
H 3.382 -1.237 -2.308
H 2.300 1.601 0.470
O -0.349 1.418 -0.183
P -0.545 2.761 0.468
N 0.867 3.645 0.282
C 1.225 3.770 -1.142
C 1.852 5.152 -1.297
C 1.147 5.964 -0.219
C 1.042 4.954 0.921
N -1.796 3.578 -0.263
C -2.737 3.021 -1.232
C -3.688 4.177 -1.526
C -3.783 4.861 -0.166
C -2.333 4.817 0.304
N -0.881 2.772 2.096
C -2.081 2.022 2.485
C -1.693 1.275 3.757
C -0.655 2.199 4.384
C 0.106 2.752 3.179
H 0.321 3.689 -1.758
H 1.906 2.966 -1.436
H 1.704 5.548 -2.300
H 2.920 5.110 -1.086
H 0.157 6.266 -0.563
H 1.701 6.852 0.072
H 0.221 5.170 1.603
H 1.980 4.942 1.486
H -3.283 2.174 -0.805
H -2.215 2.693 -2.131
H -4.649 3.841 -1.909
H -3.241 4.858 -2.251
H -4.420 4.278 0.499
H -4.172 5.875 -0.226
H -2.236 4.826 1.390
H -1.795 5.678 -0.106
H -2.397 1.352 1.680
H -2.897 2.725 2.694
H -1.233 0.321 3.523
H -2.548 1.102 4.406
H 0.004 1.674 5.071
H -1.149 3.006 4.923
H 0.958 2.111 2.927
H 0.475 3.761 3.373

The HOMO energy is -0.3516 Ha. As for the charge: +1.


A molecular structure, C31H36BiN10O5S, computed with the ωB97M-V functional and the def2-TZVPD basis.

Atoms and positions in Å:
Bi 0.511 0.225 1.001
C 2.514 -0.199 5.114
C 2.118 -0.120 3.678
N 0.893 -0.041 3.296
O -0.072 0.017 4.294
C 3.148 -0.164 2.638
C 4.596 -0.338 2.959
N 2.736 -0.086 1.397
O 3.498 -0.111 0.391
H 1.738 0.196 5.761
H 3.448 0.334 5.278
H 2.680 -1.247 5.374
H -0.810 -0.496 3.934
H 4.746 -1.139 3.683
H 5.028 0.576 3.375
H 5.130 -0.582 2.045
N -3.735 -1.804 -8.762
C -3.071 -1.749 -7.827
C -2.240 -1.678 -6.654
C -2.804 -1.863 -5.395
C -2.002 -1.801 -4.269
C -0.651 -1.527 -4.414
C -0.079 -1.336 -5.662
C -0.877 -1.422 -6.788
N 0.162 -1.422 -3.244
C 1.407 -1.978 -3.034
C 1.790 -1.601 -1.787
N 0.798 -0.819 -1.233
C -0.163 -0.740 -2.134
H -3.862 -2.063 -5.303
H -2.414 -1.984 -3.286
H 0.976 -1.111 -5.749
H -0.452 -1.277 -7.772
H 1.880 -2.604 -3.769
H 2.696 -1.822 -1.250
H -1.097 -0.210 -2.031
O -1.737 -3.528 -1.195
C -2.980 -3.894 -0.618
N -4.040 -3.184 -1.274
C -4.430 -1.895 -1.073
O -5.197 -1.334 -1.830
C -3.935 -1.135 0.133
C -4.841 -0.318 0.802
C -4.387 0.508 1.815
C -3.030 0.527 2.097
N -2.153 -0.250 1.460
C -2.604 -1.074 0.508
H -1.140 -4.292 -1.230
H -2.996 -3.655 0.448
H -3.162 -4.962 -0.731
H -4.390 -3.569 -2.140
H -5.882 -0.324 0.506
H -5.064 1.148 2.361
H -2.629 1.192 2.854
H -1.858 -1.690 0.013
C -1.412 4.494 2.226
C -0.249 5.240 2.871
C 1.052 5.186 2.077
S 1.951 3.647 2.322
O 1.098 2.542 1.724
C 3.343 3.921 1.175
C 3.137 3.368 -0.230
C 2.250 4.221 -1.128
H -2.315 4.613 2.825
H -1.199 3.430 2.127
H -1.621 4.889 1.230
H -0.072 4.873 3.886
H -0.515 6.294 2.973
H 1.758 5.938 2.443
H 0.896 5.344 1.009
H 4.201 3.452 1.657
H 3.509 5.000 1.175
H 2.734 2.357 -0.164
H 4.127 3.254 -0.674
H 1.211 4.214 -0.795
H 2.265 3.838 -2.148
H 2.591 5.258 -1.161
N 0.351 -1.970 1.389
C 0.835 -3.026 1.264
C 1.392 -4.261 1.117
C 0.992 -5.022 -0.011
N 0.598 -5.590 -0.934
C 2.323 -4.720 2.087
N 3.059 -5.067 2.901

The HOMO energy is -0.4035 Ha. As for the charge: +1.


2 unconnected molecules or ions with the total composition C4H8NO2 at a distorted geometry, computed with the ωB97M-V functional and the def2-TZVPD basis.

Atoms and positions in Å:
C 1.564 1.079 1.752
O 1.217 2.335 1.473
C 0.489 -0.274 -1.141
C -0.729 0.166 -0.482
C -1.929 -0.641 -0.550
O -3.046 -0.285 0.018
N 0.655 -1.335 -1.808
H 2.050 0.528 0.902
H 0.663 0.405 1.971
H 1.393 0.327 -1.043
H -2.027 -0.827 -1.664
H -0.792 1.089 0.092
H -1.574 -1.647 -0.196
H 2.276 0.944 2.595
H -0.211 -1.864 -1.919

The HOMO energy is -0.1149 Ha. As for the charge: -1.


A molecular structure, C11H17AuN4O2PS3, computed with the ωB97M-V functional and the def2-TZVPD basis.

Atoms and positions in Å:
Au -0.915 -0.299 -1.104
N -5.226 1.342 0.668
C -4.141 0.742 0.065
S -3.613 1.577 -1.410
N -3.747 -0.385 0.530
N -2.743 -1.053 -0.102
C -2.537 -2.306 0.299
C -1.482 -3.044 -0.251
C -1.206 -4.390 0.113
C -0.156 -5.048 -0.443
C 0.662 -4.386 -1.396
C 0.367 -3.093 -1.711
N -0.674 -2.418 -1.174
H -5.294 2.338 0.560
H -5.504 0.957 1.556
H -3.213 -2.737 1.026
H -1.843 -4.870 0.844
H 0.057 -6.070 -0.158
H 1.499 -4.879 -1.867
H 0.957 -2.540 -2.430
C 3.803 0.876 3.087
C 2.566 1.720 2.905
O 2.535 2.257 1.556
P 1.546 1.653 0.459
S 1.318 -0.290 0.489
S -1.585 1.888 -1.084
O 2.168 2.224 -0.888
C 1.691 3.489 -1.444
C 1.263 3.277 -2.872
H 3.816 0.457 4.094
H 4.704 1.472 2.949
H 3.822 0.050 2.377
H 2.568 2.587 3.563
H 1.656 1.148 3.093
H 2.529 4.183 -1.372
H 0.876 3.869 -0.823
H 2.077 2.836 -3.448
H 1.005 4.237 -3.320
H 0.395 2.625 -2.935

The HOMO energy (alpha / beta) is -0.2083 / -0.2865 Ha. The spin multiplicity is 4. Its expectation value of S² is 3.784.


C5H8O in the gas phase, computed with the ωB97M-V functional and the def2-TZVPD basis.

Atoms and positions in Å:
C -0.321 1.020 -1.095
C 0.623 0.135 -0.274
C 0.721 0.559 1.136
C 0.119 -0.797 0.910
C -0.974 -1.428 0.160
O -0.784 -2.554 -0.255
H -1.201 1.357 -0.531
H 0.251 1.929 -1.323
H -0.672 0.607 -2.046
H 1.449 -0.281 -0.839
H 0.172 1.438 1.451
H 1.713 0.451 1.565
H 0.746 -1.597 1.306
H -1.843 -0.837 -0.165

The HOMO energy is -0.3448 Ha. Its SMILES is C[C@H]1C[C@H]1C=O.